Entry 1:
The following is a DFT calculation (ωB97M-V/def2-TZVPD) of a molecular structure, C42H54BF2N8O2V.

Output
<S²>: 2.03
M in g/mol: 802.7
HOMO level (spin up / spin down) in hartree: -0.2728 / -0.2824
Energy above the lowest of the compared OMol25 structures with the same formula, charge and spin in kJ/mol: 10.3
2S+1: 3
Frontier orbital gap (spin up / spin down) in eV: 6.753 / 6.947

Cartesian coordinates (Å):
V -0.21920 -0.37848 -0.05322
C 2.78685 -0.02178 4.57657
C 2.52998 -0.64056 3.24166
C 3.07829 -1.80033 2.75192
C 2.56766 -1.96045 1.45550
N 1.76582 -0.92071 1.16823
N 1.73377 -0.13183 2.28133
B 0.79451 1.07870 2.49612
N -0.72349 0.72546 2.56724
N -1.54226 0.40944 1.51161
C -2.79766 0.36891 1.99442
C -2.76979 0.66503 3.36201
C -1.45376 0.88065 3.68604
C -0.91788 1.23946 5.03249
C -4.10946 0.12276 1.25771
C -4.55698 1.40432 0.53636
C -4.05406 -1.06119 0.29245
C -5.20077 -0.21535 2.28543
N 1.03561 2.21747 1.50897
N 0.74126 2.15800 0.17925
C 1.01192 3.38203 -0.31405
C 1.46626 4.21288 0.72399
C 1.46645 3.44448 1.85935
C 1.86818 3.85185 3.23859
C 0.86806 3.89546 -1.74562
C -0.58920 4.26609 -2.05855
C 1.38612 2.90924 -2.78864
C 1.69993 5.17931 -1.89953
C 2.83221 -3.21069 0.61718
C 3.28788 -2.92950 -0.81190
C 1.56920 -4.07632 0.55812
C 3.93559 -4.04070 1.28785
H 3.56313 -0.59418 5.08220
H 1.89993 -0.02552 5.20899
H 3.12519 1.01010 4.48872
H 3.77528 -2.43172 3.27234
H 1.06423 1.49374 3.57401
H -3.60168 0.71892 4.04048
H -1.74649 1.27202 5.73820
H -0.42987 2.21378 5.03287
H -0.19617 0.50600 5.38997
H -3.91739 1.64840 -0.30429
H -4.54631 2.25133 1.22537
H -5.57935 1.27229 0.17340
H -3.12928 -1.09883 -0.26923
H -4.88099 -1.00117 -0.41912
H -4.15314 -2.00150 0.83673
H -5.44957 0.63994 2.91497
H -4.90190 -1.04946 2.92335
H -6.10734 -0.50419 1.75010
H 1.76886 5.24234 0.66164
H 2.23256 4.87756 3.21003
H 2.66234 3.21908 3.63500
H 1.03003 3.80905 3.93496
H -1.20576 3.38825 -2.20958
H -0.61631 4.86998 -2.96937
H -1.02051 4.85472 -1.24641
H 0.90581 1.94019 -2.70071
H 2.46847 2.79949 -2.69651
H 1.17614 3.29900 -3.78770
H 1.28997 6.00234 -1.31272
H 1.68279 5.48465 -2.94723
H 2.74000 5.02562 -1.60539
H 2.50770 -2.44664 -1.39372
H 3.51824 -3.87582 -1.30623
H 4.19266 -2.31904 -0.82946
H 0.78655 -3.57985 -0.00646
H 1.19060 -4.28889 1.55980
H 1.79720 -5.02427 0.06430
H 4.86207 -3.47247 1.39035
H 4.14233 -4.91832 0.67340
H 3.63212 -4.39287 2.27425
C 2.60960 0.26076 -1.45220
O 1.30245 -0.34229 -1.56422
C 0.97483 -1.00526 -2.72903
C 1.64282 -0.86734 -3.93059
C 1.18553 -1.57327 -5.03593
C 0.08338 -2.40737 -4.93346
C -0.56102 -2.55949 -3.71630
C -0.11216 -1.86313 -2.60515
N -0.67317 -1.97531 -1.29579
N -1.38411 -3.02628 -1.17078
C -1.87347 -3.41676 0.01396
C -1.42950 -2.84725 1.23686
O -0.59670 -1.89534 1.28666
C -1.89887 -3.42679 2.46928
C -2.77983 -4.44735 2.46047
C -3.26684 -5.03034 1.24019
C -4.19004 -6.08882 1.26019
C -4.64867 -6.64149 0.08995
C -4.19083 -6.13881 -1.13458
C -3.29167 -5.09930 -1.17631
C -2.80502 -4.52723 0.01073
H 3.34746 -0.51205 -1.27522
H 2.55665 0.94222 -0.61423
H 2.83654 0.81308 -2.35381
H 2.50132 -0.22091 -4.02677
H 1.69820 -1.46153 -5.98195
H -0.27305 -2.94661 -5.80064
H -1.40950 -3.21897 -3.61048
H -1.53406 -2.98311 3.38692
H -3.14510 -4.85463 3.39699
H -4.53524 -6.46277 2.21709
H -5.35977 -7.45657 0.11129
H -4.55233 -6.56986 -2.05958
H -2.94903 -4.70951 -2.12429
F -1.94017 1.85543 -0.91250
C -1.55120 0.62366 -1.40269
F -0.96871 0.91355 -2.64282
H -2.47869 0.11247 -1.67470

Entry 2:
The following is a DFT calculation (ωB97M-V/def2-TZVPD) of a molecular structure, C22H51Cl2N10Sr.

Output
Total charge: +1
M in g/mol: 614.2
HOMO level in hartree: -0.2607
Frontier orbital gap in eV: 5.049

Cartesian coordinates (Å):
Sr 0.59224 -0.61515 -0.39285
C 2.22004 -0.82635 2.03695
N 3.58824 -0.33195 1.85005
C 4.34404 -0.18295 3.08605
C 3.81564 0.49715 0.75745
N 2.89334 0.63905 -0.12715
C 3.04654 1.48095 -1.30545
C 1.95654 1.16705 -2.36305
N 0.54804 1.28065 -1.96655
C -0.38776 0.84975 -3.00765
C -1.74486 0.32765 -2.47025
N -1.54876 -0.95085 -1.80185
C -2.44846 -1.86805 -1.76385
N -2.12826 -3.11575 -1.23815
C -0.75306 -3.33405 -0.78535
C -3.13066 -3.92235 -0.55645
N -3.75166 -1.80925 -2.22305
C -4.59956 -0.68815 -1.84865
C -4.00766 -2.34495 -3.55575
C 0.16974 2.52825 -1.30365
C 0.21424 2.46325 0.23415
N -0.63796 1.38505 0.74345
C -1.58226 1.66385 1.58135
N -1.91006 2.92885 2.02195
C -1.81046 3.27175 3.42845
C -2.69306 3.81575 1.18285
N -2.33666 0.65175 2.16695
C -1.92066 -0.72375 1.88405
C -3.78516 0.79135 2.27065
N 5.07144 1.07445 0.77425
C 5.19674 2.52195 0.70515
C 6.14304 0.34065 0.11075
H 2.18804 -1.61125 2.80055
H 1.82554 -1.27255 1.11735
H 1.56064 -0.01215 2.35505
H 4.08154 -0.96255 3.80965
H 4.13924 0.78945 3.54675
H 5.42114 -0.27495 2.91305
H 4.01934 1.31445 -1.78075
H 2.98474 2.53835 -1.02805
H 2.13474 0.13585 -2.69575
H 2.13824 1.81445 -3.23085
H 0.05604 0.03565 -3.59625
H -0.56616 1.67505 -3.70885
H -2.40076 0.22265 -3.34085
H -2.20536 1.04645 -1.78605
H -0.03036 -3.00075 -1.53835
H -0.56106 -4.39985 -0.62005
H -0.56236 -2.80285 0.15225
H -3.98706 -4.13615 -1.20375
H -3.48726 -3.40845 0.34255
H -2.72316 -4.89265 -0.25195
H -4.33426 -0.30865 -0.85705
H -5.64426 -1.01385 -1.80215
H -4.53656 0.13145 -2.57065
H -3.50046 -3.30465 -3.70155
H -3.65906 -1.65085 -4.32745
H -5.07956 -2.51575 -3.70145
H -0.85206 2.81845 -1.57915
H 0.79724 3.35705 -1.65545
H -0.05186 3.45465 0.61485
H 1.22924 2.29715 0.59655
H -1.08386 2.63305 3.94225
H -2.77676 3.17375 3.93175
H -1.47226 4.30725 3.54225
H -2.65296 3.51635 0.13025
H -2.31566 4.84115 1.25315
H -3.74266 3.81165 1.49405
H -0.83906 -0.84775 1.99505
H -2.21866 -1.01085 0.87505
H -2.38836 -1.41905 2.58985
H -4.07326 1.65995 2.86765
H -4.23286 -0.08075 2.76025
H -4.23276 0.88945 1.27635
H 4.34754 3.01435 1.19135
H 5.26574 2.87355 -0.32895
H 6.10294 2.84185 1.23055
H 6.09314 -0.72775 0.34735
H 7.11994 0.70535 0.44565
H 6.08464 0.45655 -0.97615
Cl 1.48704 -3.36905 -0.39285
C 2.02284 -5.05315 -0.39285
Cl 0.64554 -6.16035 -0.39265
H 2.62524 -5.23465 0.50065
H 2.62514 -5.23475 -1.28635
H 0.59224 -0.61515 1.99905

Entry 3:
The following is a DFT calculation (ωB97M-V/def2-TZVPD) of 3 unconnected molecules or ions with the total composition C3H5ClO2.

Output
M in g/mol: 108.5
HOMO level in hartree: -0.4001
Energy above the lowest of the compared OMol25 structures with the same formula, charge and spin in kJ/mol: 176.8
Frontier orbital gap in eV: 10.799

Cartesian coordinates (Å):
C 2.02855 2.25403 -0.44011
C -0.71978 -0.78498 -0.70251
C 0.57166 -0.31976 -0.08381
O 2.75085 2.56547 0.39153
O 0.71763 0.76788 0.39946
Cl -2.04986 2.03187 0.25925
H -1.04120 -0.01448 -1.51063
H -1.60332 -0.94553 0.03046
H -0.46852 -1.77742 -1.10080
H 1.33031 -1.03126 -0.03969
H -0.76324 1.44892 0.21704

Entry 4:
The following is a DFT calculation (ωB97M-V/def2-TZVPD) of C5H8N2 in the gas phase.

Output
M in g/mol: 96.1
HOMO level in hartree: -0.3284
Energy above the lowest of the compared OMol25 structures with the same formula, charge and spin in kJ/mol: 457.7
Frontier orbital gap in eV: 8.991

Cartesian coordinates (Å):
C 1.88348 -0.74623 1.19205
C 0.83884 -1.30363 0.21583
N -0.08320 -0.25653 -0.19598
C -0.87793 2.04702 -1.84419
C -1.75333 1.51686 -0.99406
N -2.28699 0.59540 -0.28425
C -1.32292 -0.35841 0.10120
H 2.62176 -1.51924 1.44804
H 2.41004 0.10695 0.74423
H 1.40209 -0.40480 2.11859
H 0.31916 -2.16686 0.67578
H 1.35002 -1.67551 -0.68648
H -0.35658 2.98485 -1.62036
H -2.39082 2.37667 -1.53926
H -1.75362 -1.19656 0.66887

Entry 5:
The following is a DFT calculation (ωB97M-V/def2-TZVPD) of a molecular structure, C33H50BCoN8Se.

Output
Total charge: +2
<S²>: 6.17
M in g/mol: 707.5
HOMO level (spin up / spin down) in hartree: -0.5196 / -0.5189
Energy above the lowest of the compared OMol25 structures with the same formula, charge and spin in kJ/mol: 161.2
2S+1: 5
Frontier orbital gap (spin up / spin down) in eV: 6.291 / 4.884

Cartesian coordinates (Å):
Co -0.00551 -0.12126 0.17561
C 1.30636 -2.70048 -1.34160
C 0.39757 -3.56367 -0.47052
C 0.30392 -4.97944 -1.03675
C -0.96692 -2.95200 -0.32987
C -2.22623 -3.53505 -0.33703
C -3.14790 -2.50071 -0.21255
C -4.64376 -2.72312 -0.20832
C -5.04760 -3.39197 -1.52808
C -5.55961 -1.54305 0.07902
N -2.46077 -1.34113 -0.11712
N -1.12810 -1.63674 -0.21689
B -2.85133 0.18846 -0.08768
N -2.14224 0.88349 -1.29650
N -0.78014 0.80563 -1.31296
C -0.29704 1.48917 -2.34410
C -1.37797 2.01814 -3.04258
C -2.52166 1.61905 -2.36871
C -3.91599 2.00166 -2.79680
C -5.06189 1.09306 -2.37598
C -4.18932 3.45383 -2.39340
C 1.17587 1.56910 -2.60148
C 1.64189 3.02259 -2.64747
C 1.54104 0.81790 -3.88112
N -2.29910 0.85087 1.23135
N -0.95273 1.06747 1.36631
C -0.74298 1.92496 2.36062
C -1.97891 2.26030 2.91297
C -2.93359 1.57742 2.17924
C -4.41839 1.53423 2.38291
C -4.75685 0.39822 3.35109
C -4.94740 2.86917 2.89837
C 0.61031 2.47320 2.71517
C 1.23310 1.76919 3.91881
C 1.55049 2.50913 1.51696
H 2.28607 -3.16887 -1.43499
H 0.89004 -2.58424 -2.34272
H 1.49290 -1.69261 -0.94115
H 0.83724 -3.64099 0.53245
H -0.17063 -4.97116 -2.01866
H 1.29729 -5.41019 -1.14553
H -0.26886 -5.64144 -0.38875
H -2.46222 -4.57500 -0.46326
H -4.79037 -3.45183 0.59754
H -4.82579 -2.73888 -2.37322
H -4.53398 -4.33718 -1.68986
H -6.11822 -3.58784 -1.52779
H -5.55968 -0.81518 -0.73153
H -6.57474 -1.92674 0.17325
H -5.31725 -1.02430 1.00490
H -4.01329 0.32175 -0.13523
H -1.35056 2.61001 -3.93983
H -3.86182 1.95370 -3.88947
H -5.29659 1.18129 -1.31741
H -5.95169 1.39062 -2.92949
H -4.86438 0.04383 -2.60470
H -4.22056 3.54875 -1.30619
H -3.42394 4.13114 -2.76902
H -5.15264 3.77429 -2.78617
H 1.68049 1.06897 -1.75686
H 1.15001 3.55104 -3.46476
H 1.41136 3.55388 -1.72439
H 2.71555 3.07684 -2.81993
H 1.07445 1.29257 -4.74503
H 2.61827 0.83168 -4.03790
H 1.20551 -0.21859 -3.85068
H -2.15736 2.95474 3.71362
H -4.88756 1.32455 1.41965
H -4.34761 0.60875 4.33986
H -5.83525 0.28715 3.45070
H -4.34932 -0.55648 3.01361
H -4.56535 3.08926 3.89567
H -4.67526 3.69299 2.24007
H -6.03358 2.83909 2.96980
H 0.41915 3.51016 3.00887
H 1.50069 0.74006 3.67067
H 2.14080 2.28241 4.23350
H 0.55425 1.74158 4.77002
H 1.83170 1.50041 1.18052
H 1.11127 3.03868 0.67162
H 2.48357 3.00579 1.78296
Se 3.79036 -1.08040 1.67631
N 0.87303 -0.92278 1.48318
C 0.64740 -1.59213 2.53348
C -0.70110 -1.86803 3.03773
C -0.86466 -2.58099 4.17249
C 0.26772 -3.07859 4.89257
C 1.55972 -2.86115 4.48717
C 1.80359 -2.11546 3.31772
N 3.04287 -1.89250 2.95124
H -1.53461 -1.47671 2.47091
H -1.85535 -2.78547 4.55328
H 0.09816 -3.64764 5.79702
H 2.40083 -3.24357 5.04571

Largest force on an atom values (in eV Å⁻¹) by entry order: 0.77 5.95 2.88 1.01 0.60.